No. 1
The following is a DFT calculation (ωB97M-V/def2-TZVPD) of a 12-piece molecular cluster, C28H56Br18N2OS overall in a non-equilibrium geometry.

CARTESIAN COORDINATES (ANGSTROEM)
1 C -0.95459 -1.26223 4.10447
2 C 0.49775 -1.09379 3.48727
3 C 1.66024 -0.86295 4.49087
4 C 1.46924 0.22862 5.44901
5 N 1.27656 1.02534 6.23183
6 H -1.07099 -2.21492 4.62114
7 H -1.64778 -1.33547 3.26649
8 H -1.33534 -0.47359 4.75345
9 H 0.47241 -0.26553 2.77913
10 H 0.61701 -1.90735 2.77173
11 H 2.49713 -0.65751 3.82341
12 H 1.91659 -1.73912 5.08645
13 C -0.85737 -0.33716 0.15620
14 C -0.73054 0.00372 -1.27479
15 C 0.71830 -0.04443 -1.79697
16 C 1.53392 -1.24297 -1.45329
17 N 2.14907 -2.23126 -1.24588
18 H -0.47004 0.46408 0.78555
19 H -0.29550 -1.18956 0.53807
20 H -1.86785 -0.64092 0.42962
21 H -1.16033 0.97114 -1.53453
22 H -1.28947 -0.75890 -1.81712
23 H 1.29920 0.76592 -1.35654
24 H 0.86644 -0.04643 -2.87685
25 C -5.14535 3.86106 -2.45745
26 S -4.56125 2.97629 -0.94308
27 O -5.67964 2.99161 0.06647
28 C -4.42007 1.29699 -1.68695
29 H -5.40287 4.89980 -2.25058
30 H -6.01484 3.25356 -2.70851
31 H -4.37439 3.76044 -3.22139
32 H -5.37290 1.05486 -2.15767
33 H -4.24330 0.53195 -0.93093
34 H -3.71099 1.26113 -2.51400
35 Br 1.51625 4.66179 -3.47668
36 C 1.01217 3.94793 -1.70590
37 C 1.98620 4.60333 -0.78124
38 Br 3.80995 4.03960 -0.83589
39 H 0.92650 2.86347 -1.77443
40 H 0.00754 4.30470 -1.47890
41 H 1.62742 4.52101 0.24472
42 H 1.93559 5.66977 -1.00090
43 Br 4.84366 -0.56725 -8.27384
44 C 3.47732 0.31947 -7.04357
45 C 4.01393 1.04934 -5.78856
46 Br 2.48693 1.49676 -4.60252
47 H 2.76855 -0.45708 -6.75595
48 H 3.00069 1.10294 -7.63272
49 H 4.70092 1.85586 -6.04483
50 H 4.75988 0.39708 -5.33445
51 Br -1.39395 3.56602 1.17226
52 C -2.10522 2.52307 2.78739
53 C -3.60113 2.39149 2.71823
54 Br -4.19418 1.20539 4.24187
55 H -1.75376 2.96624 3.71915
56 H -1.65498 1.55543 3.00887
57 H -3.89954 1.99724 1.74683
58 H -4.10757 3.33417 2.92555
59 Br 4.86695 -1.26016 2.80869
60 C 5.68854 -0.18303 1.38873
61 C 5.40919 -0.77895 0.01431
62 Br 6.04953 0.32487 -1.57389
63 H 6.74973 -0.09383 1.62116
64 H 5.33175 0.84504 1.32654
65 H 4.32443 -0.78351 -0.09236
66 H 5.62677 -1.83932 -0.11362
67 Br -1.64954 2.33678 -3.78665
68 C -1.88073 1.48852 -5.56461
69 C -1.06024 0.25189 -5.79085
70 Br -1.71971 -1.31485 -4.76280
71 H -1.64711 2.17143 -6.38140
72 H -2.92662 1.18229 -5.54366
73 H 0.00854 0.31760 -5.58715
74 H -1.08633 0.02869 -6.85743
75 Br 1.99940 1.79026 1.68781
76 C 3.32425 2.52771 2.99010
77 C 3.04065 3.96264 3.48074
78 Br 4.40839 4.35240 4.90078
79 H 4.31930 2.27677 2.62267
80 H 3.24358 1.98261 3.93055
81 H 2.04685 4.04193 3.92140
82 H 3.17569 4.70989 2.69876
83 Br -6.60455 -0.74410 1.27467
84 C -4.99218 -1.76537 1.81729
85 C -5.26761 -2.14175 3.28176
86 Br -3.76073 -3.17044 4.01067
87 H -4.06982 -1.19290 1.71917
88 H -4.94347 -2.68289 1.23086
89 H -6.14659 -2.78574 3.30953
90 H -5.43664 -1.37231 4.03508
91 Br 5.39246 -5.99258 -0.82231
92 C 3.60487 -5.55143 -0.02246
93 C 3.77036 -4.91775 1.39513
94 Br 1.94016 -4.53771 2.05703
95 H 2.99348 -6.43916 0.13956
96 H 3.02943 -4.91564 -0.69532
97 H 4.18150 -3.90830 1.38681
98 H 4.34636 -5.53204 2.08721
99 Br -3.80561 -6.10883 -0.91769
100 C -3.45924 -5.47517 0.89994
101 C -2.07371 -4.87462 0.87154
102 Br -2.02305 -3.33484 -0.45682
103 H -3.40966 -6.32712 1.57804
104 H -4.25226 -4.78023 1.17612
105 H -1.29041 -5.62419 0.75893
106 H -1.89769 -4.55226 1.89780

Atomic forces in eV per Å
0.981 -0.243 -0.856
-2.004 0.568 0.814
-0.205 -0.436 -1.022
-0.008 -1.543 -1.716
-0.251 1.541 1.286
0.255 0.046 0.187
-0.042 0.117 -0.082
0.423 0.165 0.038
-0.002 0.425 0.419
0.680 -0.499 0.601
0.309 0.194 0.475
-0.117 -0.203 -0.138
0.317 0.088 2.034
0.480 -1.226 -1.330
1.034 -0.567 0.489
1.028 -3.152 0.869
-1.800 3.225 -0.563
-0.468 0.398 0.181
0.379 -0.278 -0.746
-0.210 0.655 0.053
0.061 -0.100 0.220
-0.120 0.144 -0.389
0.041 0.357 -0.180
-0.595 0.601 -0.141
-0.088 -1.312 0.572
0.321 0.331 0.278
0.539 -0.288 -0.935
-1.097 0.281 -0.490
0.126 -0.237 0.199
-0.232 0.420 -0.382
-0.008 0.105 0.034
-0.327 0.016 0.193
0.259 0.330 0.143
0.347 0.197 0.466
-0.578 -0.212 -0.043
-0.008 0.240 -0.919
-0.880 0.566 1.097
0.175 -0.212 -0.116
0.588 0.094 0.112
0.057 0.239 -0.131
0.193 -0.375 0.114
0.378 -0.070 -0.019
-0.888 0.848 1.235
0.055 0.776 0.072
1.260 -1.530 -0.792
1.269 -0.236 -0.854
0.237 0.020 -0.215
-0.111 -0.505 -0.386
-0.987 0.824 -0.043
-0.711 -0.387 0.905
-0.512 -1.091 1.482
0.563 -0.090 0.898
-0.071 0.281 0.304
0.422 0.575 -1.010
-0.252 1.171 -0.343
0.338 -0.404 -1.536
-0.395 -0.240 0.420
-0.012 -0.197 -0.236
0.249 0.491 -0.655
1.011 0.475 -1.045
-1.265 -0.216 -0.248
-0.269 -0.857 1.488
-0.074 -0.370 0.055
-0.476 -0.157 0.640
-0.035 0.328 -0.284
0.885 0.271 -0.128
0.308 -0.050 -1.008
-0.161 -0.530 0.446
0.536 -0.620 0.146
0.272 0.668 -0.507
-0.183 0.404 0.447
0.038 0.390 -0.310
-0.191 0.290 0.439
-0.475 -0.363 0.050
0.690 0.535 0.715
-0.299 -0.042 1.271
0.783 -0.287 -0.776
-0.832 -0.186 -0.807
-0.197 0.689 -0.330
-0.369 -0.705 -0.353
0.258 -0.063 0.095
0.038 0.010 0.197
0.859 -0.229 -0.101
-0.579 0.013 1.335
-0.233 -0.522 -0.115
-0.330 -0.139 -0.178
-0.312 0.226 -0.196
-0.055 0.328 -0.144
0.200 -0.151 0.040
0.227 0.325 -0.690
-1.218 0.270 0.549
0.030 0.217 1.283
-0.176 0.537 -1.224
0.437 -0.396 0.049
0.555 -0.384 -0.380
0.528 0.227 -0.014
0.218 -0.251 -0.257
-0.454 -0.098 -0.024
-0.530 -0.435 0.265
0.675 -0.165 -0.886
-0.447 0.600 0.697
0.325 -1.344 1.263
-0.350 -0.038 -0.124
0.234 -0.142 -0.040
-0.060 0.229 -1.066
0.078 1.008 -0.153

## Properties
2S+1: 1
charge: 0
orbital gap: 9.0 eV
F_max: 0.0726 hartree/bohr

Results of the Löwdin charge analysis, in e, for atoms 1 through 99: -0.132 -0.235 -0.197 -0.243 0.155 0.033 0.014 0.052 0.014 0.055 0.000 0.120 -0.190 -0.290 -0.192 -0.185 0.164 0.019 0.041 0.032 0.034 0.045 0.083 0.045 -0.233 0.754 -0.566 -0.260 0.055 0.046 0.014 0.052 0.036 -0.029 0.571 -0.662 -0.797 0.628 0.025 0.035 0.014 0.046 0.531 -0.639 -0.625 0.667 0.038 0.045 0.068 0.050 0.575 -0.611 -0.605 0.652 0.061 0.032 0.026 0.061 0.712 -0.650 -0.631 0.538 0.058 0.032 0.013 0.055 0.709 -0.606 -0.653 0.630 0.074 0.047 -0.006 0.068 0.651 -0.639 -0.603 0.594 0.034 0.021 0.060 0.043 0.634 -0.655 -0.701 0.686 0.036 0.028 0.048 -0.006 0.552 -0.658 -0.639 0.600 0.043 0.027 -0.010 0.060 0.594

=====

No. 2
The following is a DFT calculation (ωB97M-V/def2-TZVPD) of C35H52InOP4S as an isolated structure in a non-equilibrium geometry.

CARTESIAN COORDINATES (ANGSTROEM)
1 In -0.22752 -0.62833 -0.37783
2 P -0.69732 -2.10318 2.04518
3 P 2.28031 -1.58253 -0.43456
4 P -2.98598 -0.75530 -0.79556
5 H 1.50460 -3.49732 -9.30257
6 C 0.70064 -2.75570 -9.35608
7 C 0.96897 -1.45149 -9.51050
8 H 2.00078 -1.09023 -9.58169
9 C -0.98586 -3.90626 1.94081
10 C 0.65011 -1.97140 3.28036
11 C -2.11980 -1.50447 3.03094
12 C 3.09781 -1.06988 -1.98171
13 C 3.41695 -1.08874 0.89763
14 C 2.38205 -3.40569 -0.48937
15 C -3.45520 -0.31307 -2.50549
16 C -4.08461 0.29527 0.20707
17 C -3.71148 -2.42588 -0.60552
18 H -0.32104 -3.14498 -9.42767
19 H 0.17681 -0.72440 -9.72242
20 H -1.17905 -4.32722 2.93704
21 H -0.10084 -4.38966 1.50702
22 H -1.84719 -4.10208 1.28854
23 H 0.29381 -2.28990 4.27433
24 H 0.98932 -0.93143 3.36296
25 H 1.49836 -2.60166 2.97675
26 H -2.08491 -1.93043 4.04700
27 H -3.06542 -1.79158 2.54835
28 H -2.07737 -0.41077 3.11501
29 H 4.18059 -1.23046 -1.88905
30 H 2.89378 -0.00848 -2.17640
31 H 2.70343 -1.64741 -2.83004
32 H 4.03632 -1.94694 1.19880
33 H 2.84246 -0.73583 1.76481
34 H 4.06254 -0.27109 0.54797
35 H 3.38047 -3.70213 -0.84262
36 H 1.62191 -3.78841 -1.18298
37 H 2.20031 -3.82652 0.50970
38 H -4.55003 -0.32649 -2.59649
39 H -3.01402 -1.01973 -3.21963
40 H -3.06915 0.68741 -2.73974
41 H -5.13603 0.06312 -0.01569
42 H -3.88643 1.35243 -0.02045
43 H -3.89122 0.11775 1.27550
44 H -4.70535 -2.44536 -1.07725
45 H -3.80244 -2.68410 0.45811
46 H -3.06388 -3.16450 -1.09624
47 C 0.08534 -1.01476 -3.95941
48 C -0.45360 -2.29892 -3.74437
49 C -0.27505 -3.31448 -4.66955
50 C 0.39580 -3.04048 -5.87179
51 C 0.91529 -1.75589 -6.11820
52 C 0.75905 -0.75570 -5.17582
53 S -0.08543 0.28313 -2.85093
54 H -0.51996 -2.26586 -0.97252
55 H -0.99588 -2.49034 -2.82186
56 H -0.67112 -4.32242 -4.46183
57 H 0.51324 -3.82442 -6.62456
58 H 1.39928 -1.55315 -7.07383
59 H 1.12984 0.25339 -5.34118
60 O -0.06356 1.04685 1.12040
61 P 0.19810 2.23426 2.05999
62 C 0.15348 1.70568 3.78640
63 C 1.34205 1.33712 4.44593
64 C 1.30928 0.91856 5.78246
65 C 0.09125 0.83711 6.46501
66 C -1.09155 1.19973 5.80987
67 C -1.06112 1.65143 4.48755
68 C 1.83116 2.94634 1.83098
69 C 2.32901 3.86296 2.77962
70 C 3.63332 4.34141 2.67331
71 C 4.45154 3.91223 1.62576
72 C 3.94860 3.03077 0.66292
73 C 2.63103 2.57159 0.74044
74 C -1.04759 3.51310 1.82978
75 C -2.40586 3.14831 1.86564
76 C -3.39598 4.13534 1.85389
77 C -3.03859 5.48993 1.79063
78 C -1.69196 5.84911 1.68428
79 C -0.69670 4.86748 1.68872
80 H 2.29822 1.38798 3.92725
81 H 2.23627 0.64713 6.28565
82 H 0.06084 0.49478 7.49976
83 H -2.05206 1.12714 6.32712
84 H -1.98605 1.97363 4.00622
85 H 1.70986 4.19787 3.61147
86 H 4.01837 5.04118 3.40873
87 H 5.48274 4.25881 1.55331
88 H 4.57924 2.69251 -0.16441
89 H 2.21887 1.91675 -0.03108
90 H -2.69062 2.09746 1.92491
91 H -4.44623 3.83885 1.91192
92 H -3.81147 6.25333 1.79652
93 H -1.41017 6.89445 1.60875
94 H 0.34929 5.15375 1.59978

Atomic forces in eV per Å
-0.194 1.125 1.797
0.007 -0.062 0.791
0.740 -0.218 -0.534
-0.968 -0.094 -0.384
-0.252 0.270 0.126
0.094 0.430 -0.468
-0.124 -0.563 -0.422
-0.367 -0.111 0.151
0.002 0.075 -0.235
0.232 0.047 -0.129
-0.228 0.158 -0.211
-0.200 0.181 -0.137
-0.147 0.305 0.364
-0.475 0.036 0.091
0.496 0.108 -0.040
0.316 0.264 0.358
0.410 -0.081 0.115
0.354 0.195 0.142
0.290 -0.270 0.262
0.058 0.122 -0.252
-0.238 0.022 0.118
0.203 -0.054 0.186
0.104 0.000 -0.413
-0.120 -0.238 -0.019
-0.195 0.141 0.152
-0.013 0.063 -0.401
0.227 0.066 0.212
0.008 -0.260 -0.007
-0.267 -0.007 -0.054
0.193 -0.220 0.053
0.143 0.103 0.253
-0.186 0.245 -0.161
0.265 -0.073 -0.160
-0.216 -0.205 0.129
-0.251 0.129 0.158
0.236 -0.021 0.136
0.088 0.069 -0.296
0.278 -0.001 0.059
-0.177 0.128 0.140
-0.227 -0.181 0.002
0.306 -0.018 -0.018
-0.088 -0.281 0.087
-0.144 0.094 -0.317
0.292 0.047 0.184
-0.025 0.027 -0.300
-0.241 0.078 0.102
-0.198 0.327 0.373
0.064 -0.975 0.092
-0.349 -0.078 0.550
0.189 0.113 -0.131
-0.038 0.191 0.152
0.160 0.114 -0.564
0.402 0.146 -0.310
-0.235 -1.021 -0.213
-0.029 -0.061 -0.202
0.207 0.651 -0.216
-0.039 0.290 0.225
-0.110 -0.060 0.354
0.025 -0.214 -0.112
-0.078 -1.134 -1.115
0.086 0.699 0.222
0.059 -0.063 0.260
-0.224 -0.085 0.289
-0.158 0.011 -0.287
-0.056 0.082 -0.370
-0.022 -0.066 -0.084
0.087 -0.131 0.178
0.250 0.189 -0.169
0.148 -0.166 -0.165
-0.102 -0.124 -0.235
-0.160 -0.257 -0.146
-0.095 -0.026 -0.145
0.074 0.078 0.464
-0.157 0.089 -0.191
-0.083 0.493 0.039
0.220 -0.150 -0.014
0.272 -0.390 -0.125
-0.109 -0.326 0.018
-0.236 -0.194 0.198
-0.177 0.016 0.117
-0.213 0.091 -0.119
0.022 0.133 -0.280
0.374 0.115 -0.120
0.275 -0.085 0.255
0.100 -0.155 -0.147
-0.090 -0.096 -0.093
-0.303 -0.066 0.035
-0.167 0.252 0.286
0.167 0.103 0.196
0.072 0.240 0.009
0.331 0.181 -0.030
0.145 -0.108 0.024
-0.054 -0.136 -0.025
-0.247 -0.009 0.056

## Properties
2S+1: 1
charge: +3
orbital gap (alpha / beta): 4.6 / 3.8 eV
F_max: 0.0414 hartree/bohr

Want to see where the charge sits? The Löwdin charges in e are: 0.274 0.784 0.786 0.788 0.063 -0.094 -0.083 0.064 -0.237 -0.234 -0.235 -0.239 -0.210 -0.225 -0.244 -0.228 -0.231 0.063 0.064 0.075 0.043 0.040 0.076 0.015 0.050 0.075 0.038 0.023 0.079 0.043 0.053 0.079 0.032 0.060 0.081 0.048 0.051 0.079 0.044 0.049 0.082 0.056 0.037 0.078 0.043 0.047 -0.647 -0.119 -0.019 0.020 -0.013 -0.063 0.787 0.049 0.050 0.137 0.128 0.091 0.123 -0.451 0.867 -0.280 -0.097 -0.047 -0.036 -0.047 -0.080 -0.304 -0.083 -0.035 -0.035 -0.064 -0.083 -0.268 -0.114 -0.051 -0.033 -0.036 -0.048 0.111 0.121 0.124 0.123 0.096 0.128 0.124 0.125 0.114 0.088 0.075 0.118 0.123 0.122 0.105

=====

No. 3
The following is a DFT calculation (ωB97M-V/def2-TZVPD) of a 3-piece molecular cluster, CH9N2O2 overall.

CARTESIAN COORDINATES (ANGSTROEM)
1 N 0.27286 0.60003 1.68733
2 C 0.41245 1.43758 0.69727
3 N -0.17200 1.29428 -0.46892
4 H -0.06739 -0.37581 1.56904
5 H 0.55029 0.86199 2.61753
6 H 1.06281 2.28322 0.84853
7 H 0.17513 1.86446 -1.22260
8 H -0.58432 0.41755 -0.75197
9 H -0.40555 -0.83058 -3.30942
10 H 1.07011 -0.47912 -3.37386
11 O 0.29913 -0.41611 -2.79630
12 H -1.60654 -2.00728 1.73155
13 H -0.26868 -2.74017 1.45289
14 O -0.73829 -1.91003 1.31892

Atomic forces in eV per Å
-0.022 -0.421 0.090
-0.236 -0.394 0.142
0.804 0.056 0.030
-0.249 0.413 -0.038
0.376 0.110 -0.031
-0.217 0.454 0.021
-0.155 0.020 -0.200
-0.113 -0.106 -0.017
0.041 0.027 0.045
-0.024 0.023 0.130
-0.095 -0.024 -0.140
0.109 -0.170 -0.056
-0.053 -0.066 -0.001
-0.164 0.079 0.025

## Properties
2S+1: 1
charge: +1
orbital gap: 12.2 eV
F_max: 0.0157 hartree/bohr

Want to see where the charge sits? The Löwdin charges in e are: 0.183 -0.169 0.193 0.075 0.135 0.158 0.129 0.113 0.055 0.055 -0.056 0.082 0.081 -0.033